The following is a quantum chemistry calculation of the molecule C3H7NO2, from OMol25.

The geometry in XYZ format:
```
13
Properties=species:S:1:pos:R:3
O 0.30325 0.17218 1.95401
C -0.11991 1.09052 0.98218
C 0.38809 0.73475 -0.39774
N -0.35828 -0.34979 -0.99043
C -0.11797 -1.67582 -0.78456
O 0.22963 -2.20812 0.25503
H 0.18113 -0.72786 1.59989
H 0.25910 2.07540 1.26532
H -1.22016 1.14594 0.91197
H 1.44225 0.42983 -0.34104
H 0.33309 1.57640 -1.09889
H -1.15942 -0.14891 -1.56761
H -0.16080 -2.11451 -1.78814
```

As for the frontier orbital gap: 10.54 eV. As for the SMILES: O=CNCCO. The relative energy (zero: lowest compared OMol25 entry of this formula, charge and spin) comes out at 1.4697 eV.

Results of the natural (NBO) charge analysis, in e, for atoms 1 through 6: atom 1 (O): -0.7276, atom 2 (C): -0.0675, atom 3 (C): -0.2530, atom 4 (N): -0.6567, atom 5 (C): 0.5421, atom 6 (O): -0.5873

***

The following is a quantum chemistry calculation of a structure of composition H6NPSi, from OMol25.

The geometry in XYZ format:
```
9
Properties=species:S:1:pos:R:3
N -1.68407 -1.51247 0.86393
Si 1.12012 0.38263 0.64226
P -1.06762 -0.11326 1.19748
H 0.52863 0.87043 -2.69172
H -1.27841 -2.32329 1.27870
H -0.01494 0.92187 -3.25264
H 1.69472 1.74945 0.81089
H 2.34885 -0.59470 0.90797
H -1.64728 0.61935 0.24312
```

As for the frontier orbital gap (alpha / beta): 6.64 / 7.01 eV. The relative energy (zero: lowest compared OMol25 entry of this formula, charge and spin) comes out at 4.1375 eV.

Results of the natural (NBO) charge analysis, in e, for atoms 1 through 6: atom 1 (N): -1.1216, atom 2 (Si): 0.3982, atom 3 (P): 0.7046, atom 4 (H): -0.0110, atom 5 (H): 0.3654, atom 6 (H): 0.0086

***

The following is a quantum chemistry calculation of the molecule C2HIN2O2, from OMol25.

The geometry in XYZ format:
```
8
Properties=species:S:1:pos:R:3
C 0.26206 -0.74365 1.30006
C -0.39239 0.18229 0.27962
N 0.83359 -1.45294 1.99258
N 0.27007 -0.04387 -1.16620
O 0.81390 -1.09619 -1.29864
O 0.07559 0.85231 -1.94220
I -0.35972 2.25290 0.84901
H -1.50310 0.04916 -0.01422
```

As for the frontier orbital gap: 9.80 eV. As for the SMILES: N#C[C@@H](I)[N+](=O)[O-]. The relative energy (zero: lowest compared OMol25 entry of this formula, charge and spin) comes out at 1.8407 eV.

Results of the natural (NBO) charge analysis, in e, for atoms 1 through 6: atom 1 (C): 0.2239, atom 2 (C): -0.3970, atom 3 (N): -0.2368, atom 4 (N): 0.5457, atom 5 (O): -0.3193, atom 6 (O): -0.3466

***

The following is a quantum chemistry calculation of a structure of composition C32H34Cl2N4O4S, from OMol25.

The geometry in XYZ format:
```
77
Properties=species:S:1:pos:R:3
C -3.78296 -2.68157 -1.30475
C -2.72049 -2.22300 -0.36539
C -2.98166 -1.45069 0.81214
C -1.86451 -1.36984 1.45905
C -0.89276 -2.02720 0.47844
C 0.41292 -1.88533 0.86078
C 1.38798 -2.33229 0.14059
C 2.86147 -1.99043 0.13179
C 3.50298 -1.37409 1.20130
C 4.97027 -1.34530 1.19375
C 5.59481 -1.62124 0.16187
C 4.89148 -2.36154 -1.00065
C 3.63867 -2.70326 -0.95227
N 2.74045 -2.93562 -1.71596
C 1.40847 -2.87108 -1.46514
O 0.38885 -3.24185 -1.89054
H 2.99770 -3.62458 -2.57436
H 5.50472 -2.92248 -1.65180
H 6.83111 -1.61338 0.08756
S 5.71904 -0.19131 2.50421
O 7.11745 -0.48074 2.27720
O 4.95413 -0.20570 3.80912
C 5.40859 1.57730 1.74321
C 5.10565 1.40216 0.40774
C 3.87863 1.47588 -0.54869
C 3.74030 1.12003 -1.66697
C 4.74308 0.75959 -2.51416
C 6.05992 1.16810 -2.05137
C 6.15227 1.16714 -0.55228
Cl 7.88136 1.19892 0.00474
H 6.88223 1.00861 -2.72550
H 4.53210 0.75606 -3.69105
H 2.67592 1.09401 -2.00705
Cl 2.48224 1.37942 0.69093
H 4.52168 1.76648 2.23964
H 6.34442 2.24538 1.95911
H 3.08582 -0.98797 1.99067
H 0.78362 -1.32321 2.00529
N -1.56813 -2.32410 -0.45817
H -1.13927 -2.68055 -1.14239
C -1.61960 -0.83591 3.00023
H -1.32360 -1.40776 3.71272
H -2.74922 -0.55715 3.33528
H -1.13262 -0.00089 2.82157
C -4.61809 -1.11474 1.21314
O -5.21329 -2.08128 1.49313
N -4.68052 0.03531 1.44534
C -5.94999 0.45527 1.85063
C -6.07912 2.17029 1.32819
H -6.88383 2.72536 2.13507
C -4.61078 2.52915 1.50041
H -4.35589 3.40167 0.90899
C -3.69965 1.30719 0.94293
H -2.85443 1.06478 1.63824
C -3.52892 1.24811 -0.36089
N -2.56862 2.39140 -0.55572
C -1.28307 1.71595 -0.66309
C -0.90152 1.17195 -1.89246
H 0.22257 1.57087 -2.17058
H -0.69462 0.06458 -1.61681
C -1.77376 1.64316 -3.04442
H -2.46414 0.92073 -3.20428
H -1.31466 2.16101 -3.89684
C -2.76393 2.73362 -2.03580
H -3.60543 2.81580 -2.46618
H -2.04017 3.64468 -2.12698
H -1.20663 0.95119 0.27082
H -0.55616 2.74314 -0.21172
H -4.70600 1.55318 -0.89460
H -3.33969 0.37902 -0.44299
H -4.32650 2.79666 2.70761
H -6.38783 2.18235 0.50182
H -6.92658 -0.00464 1.28805
H -6.18493 0.71010 2.72701
H -3.94949 -2.05115 -2.15978
H -3.32996 -3.53498 -1.99166
H -4.84989 -2.84874 -0.96706
```

As for the frontier orbital gap: 6.42 eV.

Results of the natural (NBO) charge analysis, in e, for atoms 1 through 6: atom 1 (C): -0.6700, atom 2 (C): 0.1907, atom 3 (C): -0.2305, atom 4 (C): -0.0186, atom 5 (C): 0.0495, atom 6 (C): -0.1520

***

The following is a quantum chemistry calculation of a cluster of 2 separate species, C3H6NO2 in total, from OMol25.

The geometry in XYZ format:
```
12
Properties=species:S:1:pos:R:3
C 2.38098 0.98231 -0.53332
C -1.27639 1.66943 0.02403
C -1.74494 -0.75612 -0.12584
N -1.02108 0.45768 0.08361
O -1.19840 2.80834 0.21031
O 1.50749 1.12879 0.22038
H 2.40593 0.29727 -1.29671
H 3.26159 1.77004 -0.54442
H -2.15296 -0.71742 -1.07107
H -1.05003 -1.60421 0.04065
H -2.65494 -0.74343 0.62163
H 0.16142 0.42829 0.22364
```

As for the frontier orbital gap: 10.68 eV. The charge is +1. The relative energy (zero: lowest compared OMol25 entry of this formula, charge and spin) comes out at 2.1678 eV.

Results of the natural (NBO) charge analysis, in e, for atoms 1 through 6: atom 1 (C): 0.3770, atom 2 (C): 0.9704, atom 3 (C): -0.4104, atom 4 (N): -0.6185, atom 5 (O): -0.3080, atom 6 (O): -0.5328

***

The following is a quantum chemistry calculation of a cluster of 9 separate species, C16H36N4O27S5 in total, from OMol25.

The geometry in XYZ format:
```
88
Properties=species:S:1:pos:R:3
C 0.56815 -1.69223 0.23507
N 0.48717 -0.47936 1.10317
O -0.62068 0.10494 1.21064
O 1.52029 -0.08925 1.66503
H 1.23551 -2.42018 0.69639
H 1.00463 -1.40109 -0.72034
H -0.44651 -2.06632 0.09860
C 7.57152 -3.60325 -2.80265
N 6.44992 -2.80577 -3.43219
O 6.70754 -2.11975 -4.45011
O 5.36146 -2.89585 -2.93830
H 8.12986 -4.26179 -3.46800
H 7.23356 -4.25959 -2.00072
H 8.21144 -2.87697 -2.30154
C 1.95542 5.19764 5.45709
N 2.41665 6.23111 6.53122
O 2.02223 6.15746 7.67036
O 3.32826 7.01021 6.16203
H 2.79644 4.52915 5.27296
H 1.65456 5.79544 4.59673
H 1.07614 4.75634 5.92636
C 5.93625 3.59661 -1.74868
C 6.17936 3.96218 -0.35603
O 5.93781 5.31397 -0.18291
S 4.71565 5.85856 -1.09143
O 5.13091 7.15015 -1.68808
O 3.49043 5.66976 -0.38778
O 5.00181 4.60182 -2.21582
H 5.38163 2.66515 -1.63518
H 6.75794 3.56506 -2.46417
H 7.10221 3.69748 0.16010
H 5.42352 3.55536 0.31576
C -5.59561 0.41030 4.88565
C -6.88092 0.21233 5.74882
O -7.94325 -0.22870 4.84338
S -7.49201 0.09637 3.26598
O -7.92799 1.44823 2.92120
O -7.97417 -0.94905 2.34511
O -5.84336 -0.00151 3.55282
H -4.67549 0.07154 5.36181
H -5.44516 1.48719 4.96183
H -7.33312 1.09037 6.20998
H -6.65743 -0.45999 6.57714
C -3.20045 4.43727 -1.71580
C -3.97924 5.38680 -0.92968
O -4.76006 5.93912 -1.97945
S -3.80418 6.31391 -3.29176
O -2.86542 7.31021 -2.96143
O -4.55700 6.51049 -4.54076
O -3.10182 4.82011 -3.07132
H -3.70971 3.47378 -1.69473
H -2.14759 4.26608 -1.49158
H -3.36098 6.15004 -0.45712
H -4.60144 4.79942 -0.25443
C -5.13616 -7.58093 -1.91615
C -3.66952 -7.93376 -1.87554
O -2.98322 -7.41559 -3.04582
S -3.94734 -6.29539 -3.83473
O -3.83203 -6.35904 -5.31220
O -3.76171 -4.99787 -3.18790
O -5.34236 -7.04187 -3.20558
H -5.43357 -6.74591 -1.28181
H -5.81924 -8.42944 -1.87707
H -3.37144 -8.98175 -1.84426
H -3.23420 -7.46987 -0.99044
C 4.29248 -2.90355 6.88851
C 4.90917 -4.35197 6.71802
O 3.95893 -5.22115 6.11430
S 2.46955 -4.52375 6.12923
O 1.93206 -4.67001 7.49754
O 1.61652 -4.79528 4.95983
O 3.10004 -3.02107 6.08725
H 4.92474 -2.06062 6.60957
H 4.03719 -2.73940 7.93540
H 5.25829 -4.78091 7.65729
H 5.78386 -4.20989 6.08333
C 0.01716 0.96201 -7.96304
O -0.28981 1.40407 -9.08291
N -0.87640 0.22518 -7.24597
C -2.26736 -0.10901 -7.70078
C -0.36922 -0.32465 -6.04724
H 0.93135 1.15356 -7.38015
H -2.48414 -1.16431 -7.86645
H -2.71385 0.47575 -8.50501
H -2.81879 0.40053 -6.91059
H 0.56871 0.10437 -5.69461
H -1.14706 -0.23723 -5.28868
H -0.16735 -1.39288 -6.12623
```

As for the frontier orbital gap: 8.55 eV. As for the SMILES: C[N+](=O)[O-].C[N+](=O)[O-].C[N+](=O)[O-].O=S1(=O)OCCO1.O=S1(=O)OCCO1.O=S1(=O)OCCO1.O=S1(=O)OCCO1.O=S1(=O)OCCO1.CN(C)C=O. The relative energy (zero: lowest compared OMol25 entry of this formula, charge and spin) comes out at 5.5159 eV.

Results of the Mulliken charge analysis, in e, for atoms 1 through 6: atom 1 (C): -0.6822, atom 2 (N): 0.8014, atom 3 (O): -0.4914, atom 4 (O): -0.4980, atom 5 (H): 0.2861, atom 6 (H): 0.2880